Here is a single C25H31F3N2O2 molecule from the OMol25 dataset. Energies are from ωB97M-V/def2-TZVPD.

Values from the calculation:
- Strongest force on any atom: 0.009 Eh/bohr
- Kohn-Sham gap: 0.32003 Eh
- Spin multiplicity: 1
- E_HOMO: -8.03 eV
- SMILES: COc1ccc(C(=O)N(C)CC2CCN(CCc3cccc(C(F)(F)F)c3)CC2)cc1C
- Energy: -1530.86411 Ha

CARTESIAN COORDINATES (ANGSTROEM)
C 8.72 -1.96 -1.08
O 8.01 -0.75 -1.10
C 6.72 -0.74 -0.64
C 6.06 -1.85 -0.13
C 4.75 -1.73 0.31
C 4.10 -0.51 0.26
C 2.66 -0.43 0.67
O 1.82 -1.13 0.14
N 2.35 0.46 1.65
C 3.32 1.22 2.39
C 0.96 0.63 2.01
C 0.38 1.96 1.49
C -1.08 2.12 1.93
C -2.01 1.18 1.15
N -1.90 1.33 -0.29
C -2.56 2.48 -0.86
C -3.53 2.01 -1.97
C -4.64 1.20 -1.37
C -5.88 1.76 -1.12
C -6.88 1.03 -0.49
C -6.64 -0.28 -0.09
C -5.39 -0.83 -0.34
C -5.07 -2.23 0.11
F -4.27 -2.24 1.20
F -6.16 -2.94 0.45
F -4.43 -2.95 -0.83
C -4.39 -0.11 -0.98
C -0.53 1.13 -0.73
C 0.47 2.07 -0.03
C 4.76 0.59 -0.27
C 6.06 0.49 -0.73
C 6.79 1.67 -1.30
H 9.70 -1.74 -1.49
H 8.84 -2.34 -0.06
H 8.24 -2.73 -1.69
H 6.55 -2.81 -0.07
H 4.23 -2.60 0.69
H 3.36 2.26 2.06
H 3.04 1.21 3.45
H 4.31 0.78 2.29
H 0.87 0.60 3.10
H 0.42 -0.21 1.59
H 0.96 2.77 1.94
H -1.18 1.92 3.00
H -1.39 3.15 1.75
H -3.05 1.35 1.44
H -1.77 0.14 1.39
H -1.85 3.19 -1.30
H -3.14 3.00 -0.10
H -3.93 2.89 -2.49
H -2.97 1.41 -2.69
H -6.08 2.78 -1.42
H -7.84 1.47 -0.31
H -7.40 -0.85 0.40
H -3.43 -0.55 -1.16
H -0.49 1.29 -1.81
H -0.25 0.10 -0.53
H 0.26 3.11 -0.32
H 1.48 1.83 -0.37
H 4.25 1.54 -0.35
H 7.11 1.45 -2.32
H 6.15 2.55 -1.31
H 7.68 1.88 -0.72

---

Here is 2 unconnected molecules or ions with the total composition C29H52BrNO9 at a distorted geometry from the OMol25 dataset. Energies are from ωB97M-V/def2-TZVPD.

Values from the calculation:
- Strongest force on any atom: 0.053 Eh/bohr
- Kohn-Sham gap: 0.20738 Eh
- Spin multiplicity: 1
- E_HOMO: -6.55 eV
- Energy: -4441.93292 Ha

CARTESIAN COORDINATES (ANGSTROEM)
C 0.04 -1.09 4.23
C -0.32 -2.33 3.93
C 0.72 -3.40 4.11
O 1.60 -3.18 4.86
O 0.65 -4.61 3.52
C 0.04 -4.60 2.23
C 0.79 -3.75 1.18
C 0.45 -4.09 -0.28
C -1.04 -4.29 -0.63
C -1.71 -3.03 -1.22
C -1.92 -1.96 -0.11
C -1.71 -0.53 -0.62
C -0.27 -0.33 -1.07
C 0.02 1.09 -1.69
C 1.52 1.09 -2.04
C 2.47 1.57 -0.91
C 2.74 0.54 0.21
C 3.91 0.88 1.19
C 4.73 2.15 0.89
C 4.04 3.51 1.20
C 2.82 3.43 2.13
C -0.96 1.19 -2.91
C -0.45 1.81 -4.22
C -0.40 3.36 -4.29
C 0.96 3.97 -3.99
O 1.15 4.87 -3.26
O 1.94 3.39 -4.71
C -0.39 2.13 -0.60
O -0.27 3.42 -1.15
C -1.81 1.88 0.01
C -2.06 2.90 1.16
Br -2.69 4.62 0.41
C -3.13 2.46 2.19
C -2.53 1.94 3.54
N -2.00 0.49 0.46
O -1.27 0.13 1.59
H -0.53 -0.44 4.89
H 0.99 -0.70 3.85
H -1.34 -2.50 3.60
H -0.07 -5.62 1.84
H -0.99 -4.22 2.28
H 0.62 -2.69 1.43
H 1.86 -3.91 1.36
H 1.06 -4.96 -0.56
H 0.84 -3.26 -0.88
H -1.66 -4.70 0.18
H -1.08 -5.03 -1.43
H -2.71 -3.35 -1.54
H -1.21 -2.67 -2.12
H -2.96 -2.03 0.25
H -1.26 -2.19 0.73
H -2.46 -0.39 -1.41
H 0.02 -1.04 -1.84
H 0.37 -0.54 -0.20
H 1.80 0.04 -2.23
H 1.81 1.64 -2.93
H 2.15 2.51 -0.46
H 3.41 1.83 -1.42
H 1.82 0.50 0.82
H 2.94 -0.42 -0.26
H 4.61 0.04 1.14
H 3.53 0.87 2.21
H 5.63 2.10 1.51
H 5.10 2.10 -0.14
H 3.70 3.95 0.26
H 4.80 4.19 1.57
H 1.92 3.10 1.59
H 3.00 2.82 3.02
H 2.60 4.46 2.46
H -1.90 1.70 -2.67
H -1.28 0.17 -3.16
H 0.51 1.41 -4.56
H -1.16 1.50 -5.00
H -0.59 3.62 -5.34
H -1.19 3.86 -3.73
H 2.79 3.78 -4.43
H 0.28 2.12 0.27
H -1.12 3.65 -1.56
H -2.60 2.09 -0.71
H -1.14 3.11 1.71
H -3.88 1.77 1.78
H -3.69 3.35 2.46
H -2.81 0.90 3.67
H -3.03 2.47 4.36
H -1.46 2.09 3.61
H -2.98 0.33 0.71
H -0.38 0.52 1.55
C -3.66 -6.29 -2.39
O -4.51 -6.36 -1.48
O -3.22 -7.56 -2.80
O -3.15 -5.32 -2.95
H -3.78 -8.05 -2.19

---

Here is a molecular structure, C4H7LuO3 at a distorted geometry from the OMol25 dataset. Energies are from ωB97M-V/def2-TZVPD.

Values from the calculation:
- Strongest force on any atom: 0.045 Eh/bohr
- Kohn-Sham gap: 0.22248 Eh
- Spin multiplicity: 1
- E_HOMO: -17.53 eV
- Energy: -1617.06417 Ha
- Net charge: +2

CARTESIAN COORDINATES (ANGSTROEM)
H 2.38 -3.55 0.97
O -0.15 -1.22 2.09
C -0.69 -0.14 2.19
C -0.66 0.76 0.95
O -1.11 0.16 -0.07
C -0.78 0.53 -1.43
C 0.75 0.58 -1.45
O 1.28 -0.21 -0.45
Lu 1.32 -2.08 0.46
H -1.37 0.13 3.02
H -0.67 1.85 1.06
H -1.26 1.49 -1.65
H -1.19 -0.26 -2.06
H 1.06 1.59 -1.14
H 1.09 0.37 -2.48